Entry P
A cluster of 2 separate species, C6H14NO in total. Source: the Open Molecules 2025 dataset; level of theory: wB97M-V/def2-TZVPD.

Bonds (Å) are listed after each position.
Geometry (Å):
1 O -0.8707 1.0854 -2.0120  C6 1.283
2 N -3.3826 -0.6354 -1.3972  H16 1.026, H18 1.037, H21 1.062
3 C 1.5856 0.3029 1.3445  C4 1.516, C8 1.551, H10 1.130, H17 1.081
4 C 0.6263 0.1834 0.1773  C3 1.516, C5 1.464, C7 1.521, H12 1.186
5 C 0.0951 -1.1499 -0.1117  C4 1.464, H11 1.087, H20 1.073, H22 1.161
6 C -1.1470 1.5611 -0.8531  O1 1.283, C7 1.388, H15 1.093
7 C -0.5395 1.1489 0.3250  C4 1.521, C6 1.388, H13 1.114
8 C 2.9483 -0.4126 1.1493  C3 1.551, H9 1.071, H14 1.090, H19 1.141
9 H 3.4614 -0.0239 0.2932  C8 1.071
10 H 1.0655 -0.2411 2.1876  C3 1.130
11 H -0.4436 -1.5630 0.7374  C5 1.087
12 H 1.2875 0.7071 -0.6564  C4 1.186
13 H -0.8124 1.4735 1.3550  C7 1.114
14 H 2.7493 -1.4824 1.0913  C8 1.090
15 H -1.8484 2.3818 -1.0223  C6 1.093
16 H -4.0172 -1.1082 -2.0506  N2 1.026
17 H 1.7922 1.3305 1.6090  C3 1.081
18 H -3.8862 0.0853 -0.8466  N2 1.037
19 H 3.7169 -0.3120 1.9859  C8 1.141
20 H -0.5693 -1.0764 -0.9509  C5 1.073
21 H -2.6900 -0.2591 -2.1088  N2 1.062
22 H 0.8790 -1.9959 -0.2460  C5 1.161

For the HOMO energy, the calculation gives -13.8258 eV. As for the charge: +1. Its LUMO energy is -0.330 Eh.

Entry Q
A cluster of 2 separate species, C6H14NO in total. Source: the Open Molecules 2025 dataset; level of theory: wB97M-V/def2-TZVPD.

Bonds (Å) are listed after each position.
Geometry (Å):
1 O 1.2151 1.8980 -2.4266  H17 0.958, H19 0.966
2 N 1.3013 1.3301 0.1386  C5 1.506, H11 1.015, H14 1.018, H15 1.041
3 C -0.5836 -1.1736 0.1541  C6 1.475, C7 1.331, H20 1.086
4 C -0.0141 0.4025 2.0992  C5 1.527, C7 1.525, H10 1.089, H18 1.090
5 C 0.1177 1.5064 1.0522  N2 1.506, C4 1.527, H16 1.089, H21 1.085
6 C -0.8868 -2.5357 -0.3227  C3 1.475, C8 1.326, H13 1.080
7 C -0.3031 -0.9392 1.4338  C3 1.331, C4 1.525, H22 1.086
8 C -1.6482 -2.7061 -1.3952  C6 1.326, H9 1.084, H12 1.084
9 H -2.2084 -1.9251 -1.8975  C8 1.084
10 H -0.8616 0.6993 2.7155  C4 1.089
11 H 1.7187 2.2021 -0.1720  N2 1.015
12 H -1.8752 -3.6892 -1.7920  C8 1.084
13 H -0.3141 -3.3353 0.1226  C6 1.080
14 H 1.8038 0.5697 0.5912  N2 1.018
15 H 0.9259 1.0644 -0.7949  N2 1.041
16 H -0.8048 1.7232 0.5165  C5 1.089
17 H 1.3592 2.7977 -2.7210  O1 0.958
18 H 0.9137 0.3743 2.6707  C4 1.090
19 H 0.9435 1.3679 -3.1867  O1 0.966
20 H -0.6252 -0.3569 -0.5610  C3 1.086
21 H 0.2403 2.4408 1.5895  C5 1.085
22 H -0.4141 -1.7153 2.1855  C7 1.086

For the HOMO energy, the calculation gives -12.3056 eV. As for the charge: +1. Its LUMO energy is -0.118 Eh.

Which is most stable, and by how much? entry Q, by 0.1493 hartree.

Entry P
A cluster of 2 separate species, C3H11N2PS in total. Source: the Open Molecules 2025 dataset; level of theory: wB97M-V/def2-TZVPD.

Bonds (Å) are listed after each position.
Geometry (Å):
1 S 3.2495 -0.5133 0.5595  P2 2.025
2 P 1.2502 -0.6914 0.2934  S1 2.025, N3 1.718, N4 1.723
3 N 1.0596 0.7678 -0.5923  P2 1.718, C5 1.445, H13 0.969
4 N 0.7244 -1.8347 -0.8839  P2 1.723, C7 1.513, H14 0.972
5 C 1.1793 1.9927 0.1643  N3 1.445, H8 1.131, H16 1.106, H18 1.050
6 C -1.2734 0.7471 2.3479  H9 1.056, H12 1.047, H15 1.069
7 C -0.3573 -1.7229 -1.9363  N4 1.513, H10 1.175, H11 1.060, H17 1.058
8 H 2.0123 2.5611 -0.3489  C5 1.131
9 H -1.9151 0.2219 1.6942  C6 1.056
10 H -1.0614 -2.6534 -1.8023  C7 1.175
11 H -0.9713 -0.8734 -2.0925  C7 1.060
12 H -0.6035 1.3197 1.7834  C6 1.047
13 H 0.2891 0.7279 -1.1792  N3 0.969
14 H 0.9869 -2.7564 -0.7214  N4 0.972
15 H -1.2574 0.7825 3.4161  C6 1.069
16 H 1.3396 1.6456 1.2017  C5 1.106
17 H 0.0772 -1.9875 -2.8642  C7 1.058
18 H 0.2756 2.5218 0.0928  C5 1.050

For the HOMO energy (alpha / beta), the calculation gives -8.0981 / -7.9773 eV. As for the charge: 0. Its LUMO energy (alpha / beta) is -0.055 / -0.003 Eh.

Entry Q
An isolated molecule of C3H11N2PS. Source: the Open Molecules 2025 dataset; level of theory: wB97M-V/def2-TZVPD.

Bonds (Å) are listed after each position.
Geometry (Å):
1 S 0.9596 -1.4180 -0.6017  P2 2.461, C6 1.905
2 P -0.3879 0.0920 0.7992  S1 2.461, N3 1.666, N4 1.693
3 N -0.9095 1.1596 -0.3690  P2 1.666, C7 1.445, H11 1.012
4 N 1.0152 0.9425 1.2173  P2 1.693, C5 1.459, H10 1.017
5 C 1.0303 1.5525 2.5422  N4 1.459, H12 1.090, H13 1.093, H14 1.089
6 C 0.6662 -3.0092 -1.6070  S1 1.905, H8 1.079, H9 1.084, H16 1.082
7 C -2.0323 0.8589 -1.2269  N3 1.445, H15 1.090, H17 1.089, H18 1.094
8 H 0.5543 -2.7261 -2.6419  C6 1.079
9 H -0.2138 -3.5151 -1.2265  C6 1.084
10 H 1.8504 0.3914 1.0344  N4 1.017
11 H -0.1826 1.7239 -0.7908  N3 1.012
12 H 0.0939 2.0940 2.6723  C5 1.090
13 H 1.1398 0.8377 3.3620  C5 1.093
14 H 1.8491 2.2696 2.5917  C5 1.089
15 H -2.7956 0.3580 -0.6315  C7 1.090
16 H 1.5634 -3.5883 -1.4326  C6 1.082
17 H -2.4491 1.7769 -1.6382  C7 1.089
18 H -1.7512 0.1996 -2.0528  C7 1.094

For the HOMO energy, the calculation gives -8.0430 eV. As for the charge: 0. Its LUMO energy is 0.022 Eh. As for the SMILES: CNP(NC)SC.

Which is most stable, and by how much? entry Q, by 0.1171 hartree.

Entry P
A cluster of 2 separate species, C2H9O2 in total. Source: the Open Molecules 2025 dataset; level of theory: wB97M-V/def2-TZVPD.

Bonds (Å) are listed after each position.
Geometry (Å):
1 O -1.5489 0.2772 1.5599  H6 0.950, H10 0.975
2 O -0.8176 0.6650 -0.9238  C3 1.686, H7 1.001, H12 0.958
3 C 0.8572 0.5187 -0.7998  O2 1.686, C4 1.457, H5 1.079, H8 1.090
4 C 1.1525 -0.7411 -0.1297  C3 1.457, H9 1.105, H11 1.104, H13 1.090
5 H 1.0054 0.5628 -1.8681  C3 1.079
6 H -2.2942 0.6364 2.0266  O1 0.950
7 H -1.4993 0.6929 -0.1910  O2 1.001
8 H 1.2951 1.3648 -0.2696  C3 1.090
9 H 2.2533 -0.7298 -0.0383  C4 1.105
10 H -1.3571 -0.6489 1.7955  O1 0.975
11 H 0.9058 -1.6651 -0.6807  C4 1.104
12 H -0.8706 -0.1551 -1.4153  O2 0.958
13 H 0.9182 -0.7778 0.9344  C4 1.090

For the HOMO energy, the calculation gives -16.8942 eV. As for the charge: +1. Its LUMO energy is -0.137 Eh.

Entry Q
A cluster of 2 separate species, C2H9O2 in total. Source: the Open Molecules 2025 dataset; level of theory: wB97M-V/def2-TZVPD.

Bonds (Å) are listed after each position.
Geometry (Å):
1 O 0.5004 0.5793 0.5695  C3 1.481, H9 0.934, H10 1.091
2 O 2.1197 -1.2471 0.2716  H6 0.962, H7 0.969
3 C -0.6763 1.0444 -0.1995  O1 1.481, C4 1.501, H8 1.074, H13 1.089
4 C -1.4501 -0.1563 -0.6614  C3 1.501, H5 1.088, H11 1.089, H12 1.094
5 H -0.9608 -0.7496 -1.4307  C4 1.088
6 H 1.4919 -1.9641 0.4053  O2 0.962
7 H 2.7178 -1.2079 1.0323  O2 0.969
8 H -1.2388 1.7352 0.4007  C3 1.074
9 H 0.7622 1.1137 1.2891  O1 0.934
10 H 1.2187 -0.2066 0.3333  O1 1.091
11 H -1.7944 -0.7931 0.1514  C4 1.089
12 H -2.3697 0.2230 -1.1157  C4 1.094
13 H -0.3205 1.6291 -1.0460  C3 1.089

For the HOMO energy, the calculation gives -16.8904 eV. As for the charge: +1. Its LUMO energy is -0.140 Eh.

Which is most stable, and by how much? entry Q, by 0.0233 hartree.

Entry P
A cluster of 2 separate species, C4H11OP in total. Source: the Open Molecules 2025 dataset; level of theory: wB97M-V/def2-TZVPD.

Bonds (Å) are listed after each position.
Geometry (Å):
1 P -0.9214 -0.4305 0.3449  O2 1.685, C4 1.884, H9 1.335
2 O 0.0418 0.9456 0.2112  P1 1.685, H13 0.951
3 C 3.8406 -0.5133 0.5134  C6 1.309, H11 1.056, H14 1.021
4 C -2.5259 0.5573 0.3455  P1 1.884, C5 1.519, H7 1.060, H10 1.008
5 C -3.5734 -0.3587 -0.2647  C4 1.519, H8 1.039, H12 1.115, H16 1.091
6 C 4.6119 0.1292 -0.3273  C3 1.309, H15 0.989, H17 1.107
7 H -2.3876 1.3802 -0.3090  C4 1.060
8 H -3.2787 -1.0061 -1.0215  C5 1.039
9 H -1.0511 -0.5304 -0.9800  P1 1.335
10 H -2.7098 0.8389 1.2959  C4 1.008
11 H 4.0439 -1.5389 0.3670  C3 1.056
12 H -4.3057 0.3348 -0.7393  C5 1.115
13 H 0.9078 0.7440 0.5478  O2 0.951
14 H 3.1971 0.0252 1.0944  C3 1.021
15 H 5.1899 -0.4691 -0.8616  C6 0.989
16 H -4.2612 -0.8847 0.3991  C5 1.091
17 H 4.5302 1.2300 -0.4077  C6 1.107

For the HOMO energy, the calculation gives -9.3127 eV. As for the charge: 0. Its LUMO energy is 0.033 Eh. As for the SMILES: CCPO.C=C.

Entry Q
A cluster of 2 separate species, C4H11OP in total. Source: the Open Molecules 2025 dataset; level of theory: wB97M-V/def2-TZVPD.

Bonds (Å) are listed after each position.
Geometry (Å):
1 P 2.5955 -0.7878 -0.2160  C6 1.790, H8 1.561, H14 1.354
2 O 1.6750 0.9761 1.3323  C6 1.398, H16 0.931
3 C -1.2998 -1.1448 0.6690  C4 1.469, H13 1.043, H15 1.087
4 C -2.2900 -0.2535 0.0499  C3 1.469, H7 1.196, H11 0.990, H12 1.067
5 C 0.7296 1.2512 -0.9746  C6 1.469, H9 1.001, H10 1.117, H17 1.164
6 C 1.3241 0.4344 0.0918  P1 1.790, O2 1.398, C5 1.469
7 H -1.8704 0.1683 -0.9871  C4 1.196
8 H 1.6669 -1.7837 -0.9788  P1 1.561
9 H 0.0201 0.7042 -1.4200  C5 1.001
10 H 0.1968 2.1415 -0.5615  C5 1.117
11 H -2.4314 0.5311 0.6367  C4 0.990
12 H -3.1337 -0.9033 -0.0229  C4 1.067
13 H -1.3304 -1.1645 1.7116  C3 1.043
14 H 2.4499 -1.4288 0.9679  P1 1.354
15 H -1.1032 -2.0438 0.0900  C3 1.087
16 H 1.2217 1.7897 1.3369  O2 0.931
17 H 1.5792 1.5139 -1.7253  C5 1.164

For the HOMO energy (alpha / beta), the calculation gives -7.9024 / -6.7793 eV. As for the charge: 0. Its LUMO energy (alpha / beta) is 0.028 / 0.029 Eh.

Which is most stable, and by how much? entry P, by 0.1181 hartree.